Entry 1:
The following is a DFT calculation (wB97M-V/def2-TZVPD) of an isolated molecule of C3H2N2O.

Last columns: bonded neighbours and bond lengths (Å).
Positions of all 8 atoms, in Å:
1 O 1.1733 0.2826 0.3339  C2 1.403, H7 0.977
2 C -0.0494 -0.0626 -0.2620  O1 1.403, C3 1.493, C5 1.483, H8 1.105
3 C 0.0330 -1.5198 -0.5744  C2 1.493, N4 1.161
4 N 0.2498 -2.6113 -0.9057  C3 1.161
5 C -0.9736 0.6780 0.6313  C2 1.483, N6 1.159
6 N -1.1696 1.6888 1.1641  C5 1.159
7 H 0.9746 1.0965 0.8366  O1 0.977
8 H -0.2381 0.4478 -1.2238  C2 1.105

The energy above the lowest of the compared OMol25 structures with the same formula, charge and spin is 104.6 kJ/mol. The LUMO energy comes out at -0.01 eV. The SMILES is N#CC(O)C#N.



Entry 2:
The following is a DFT calculation (wB97M-V/def2-TZVPD) of an isolated molecule of C19H27N3S2.

Last columns: bonded neighbours and bond lengths (Å).
Positions of all 51 atoms, in Å:
1 C -0.9037 -3.0544 -1.8244  H2 1.088, H3 1.088, H4 1.088, C5 1.529
2 H -1.8401 -3.5712 -2.0253  C1 1.088
3 H -0.9382 -2.6678 -0.8084  C1 1.088
4 H -0.0898 -3.7727 -1.8943  C1 1.088
5 C -0.6975 -1.9194 -2.8284  C1 1.529, C6 1.502, H50 1.091, H51 1.091
6 C -1.8252 -0.9293 -2.7642  C5 1.502, C7 1.388, C11 1.395
7 C -2.8053 -0.9196 -3.7471  C6 1.388, C8 1.382, H49 1.080
8 C -3.8831 -0.0578 -3.6717  C7 1.382, C9 1.383, H48 1.080
9 C -3.9990 0.8112 -2.6025  C8 1.383, C10 1.386, H47 1.080
10 C -3.0341 0.8367 -1.6076  C9 1.386, C11 1.397, C43 1.500
11 C -1.9468 -0.0349 -1.7011  C6 1.395, C10 1.397, N12 1.420
12 N -0.9815 -0.0277 -0.6599  C11 1.420, C13 1.359, H42 1.012
13 C 0.2501 0.5312 -0.7928  N12 1.359, N14 1.356, S41 1.660
14 N 1.0397 0.5204 0.3089  C13 1.356, C15 1.445, C30 1.448
15 C 2.3513 1.1259 0.2952  N14 1.445, H16 1.092, H17 1.093, C18 1.533
16 H 2.4238 1.7192 -0.6190  C15 1.092
17 H 2.4439 1.7873 1.1609  C15 1.093
18 C 3.4694 0.0777 0.3003  C15 1.533, N19 1.458, H28 1.092, H29 1.101
19 N 3.6253 -0.5457 1.6094  C18 1.458, C20 1.449, C24 1.449
20 C 4.1323 -1.9001 1.5155  N19 1.449, H21 1.100, H22 1.089, H23 1.089
21 H 5.1382 -1.9493 1.0729  C20 1.100
22 H 3.4531 -2.4972 0.9090  C20 1.089
23 H 4.1738 -2.3315 2.5150  C20 1.089
24 C 4.4515 0.2537 2.4921  N19 1.449, H25 1.088, H26 1.089, H27 1.101
25 H 4.0428 1.2593 2.5709  C24 1.088
26 H 4.4519 -0.1964 3.4842  C24 1.089
27 H 5.4919 0.3285 2.1404  C24 1.101
28 H 3.2060 -0.6918 -0.4278  C18 1.092
29 H 4.4056 0.5513 -0.0342  C18 1.101
30 C 0.6212 -0.1282 1.5344  N14 1.448, C31 1.499, H39 1.095, H40 1.097
31 C -0.4426 0.6527 2.2459  C30 1.499, C32 1.361, S35 1.739
32 C -0.5939 2.0033 2.3157  C31 1.361, C33 1.414, H38 1.075
33 C -1.7253 2.3968 3.0671  C32 1.414, C34 1.355, H37 1.075
34 C -2.4199 1.3415 3.5573  C33 1.355, S35 1.721, H36 1.072
35 S -1.7113 -0.1623 3.1113  C31 1.739, C34 1.721
36 H -3.3071 1.3427 4.1582  C34 1.072
37 H -2.0046 3.4219 3.2304  C33 1.075
38 H 0.0726 2.6990 1.8382  C32 1.075
39 H 1.5182 -0.2292 2.1550  C30 1.095
40 H 0.2587 -1.1418 1.3239  C30 1.097
41 S 0.7532 1.1724 -2.2386  C13 1.660
42 H -1.3798 -0.0363 0.2703  N12 1.012
43 C -3.1427 1.7847 -0.4499  C10 1.500, H44 1.087, H45 1.092, H46 1.090
44 H -3.9534 2.4901 -0.6108  C43 1.087
45 H -3.3419 1.2461 0.4790  C43 1.092
46 H -2.2161 2.3440 -0.3232  C43 1.090
47 H -4.8412 1.4854 -2.5419  C9 1.080
48 H -4.6353 -0.0633 -4.4465  C8 1.080
49 H -2.7199 -1.6016 -4.5806  C7 1.080
50 H -0.6441 -2.3359 -3.8355  C5 1.091
51 H 0.2491 -1.4175 -2.6255  C5 1.091

The energy above the lowest of the compared OMol25 structures with the same formula, charge and spin is 0.0 kJ/mol. The LUMO energy comes out at 0.55 eV. The SMILES is CCc1cccc(C)c1NC(=S)N(CCN(C)C)Cc1cccs1.



Entry 3:
The following is a DFT calculation (wB97M-V/def2-TZVPD) of an isolated molecule of C6H8F3N3.

Last columns: bonded neighbours and bond lengths (Å).
Positions of all 20 atoms, in Å:
1 C 0.3838 -1.7887 2.0573  C2 1.327, N7 1.339, H13 1.015
2 C 0.2931 -0.4996 1.7543  C1 1.327, N8 1.431, H14 1.086
3 C 0.3925 -1.7994 -0.0524  N7 1.297, N8 1.415, N9 1.357
4 C -0.7895 1.6734 -0.4100  C5 1.582, H15 1.045, H16 1.035, H17 1.081
5 C 0.3773 0.6214 -0.5921  C4 1.582, C6 1.566, N8 1.401, H18 1.139
6 C 1.7050 1.4292 -0.7867  C5 1.566, F10 1.326, F11 1.396, F12 1.316
7 N 0.4883 -2.5779 0.9802  C1 1.339, C3 1.297
8 N 0.3496 -0.4361 0.3260  C2 1.431, C3 1.415, C5 1.401
9 N 0.3517 -2.0521 -1.3845  C3 1.357, H19 1.022, H20 1.019
10 F 1.6106 2.2781 -1.8006  C6 1.326
11 F 2.0406 2.2386 0.2996  C6 1.396
12 F 2.7278 0.6223 -0.9706  C6 1.316
13 H 0.3450 -2.1542 3.0029  C1 1.015
14 H 0.4614 0.3981 2.3419  C2 1.086
15 H -0.7911 2.3098 0.4194  C4 1.045
16 H -0.8154 2.1949 -1.3037  C4 1.035
17 H -1.6236 1.0005 -0.5544  C4 1.081
18 H 0.1102 0.1208 -1.5795  C5 1.139
19 H 0.1131 -3.0375 -1.5151  N9 1.022
20 H 1.2137 -1.8706 -1.8960  N9 1.019

The energy above the lowest of the compared OMol25 structures with the same formula, charge and spin is 0.0 kJ/mol. The LUMO energy comes out at 0.80 eV. The SMILES is C[C@H](n1ccnc1N)C(F)(F)F.



Entry 4:
The following is a DFT calculation (wB97M-V/def2-TZVPD) of a cluster of 2 separate species, C4H11O3 in total.

Last columns: bonded neighbours and bond lengths (Å).
Positions of all 18 atoms, in Å:
1 C -0.3424 1.2299 0.9177  O2 1.426, C3 1.582, H7 1.093, H8 1.205
2 O -0.5501 1.6349 -0.4340  C1 1.426, H15 1.117
3 C -1.0101 -0.1207 1.3999  C1 1.582, C4 1.657, H9 1.079, H10 1.144
4 C -0.4427 -1.1719 0.2513  C3 1.657, C5 1.490, O6 1.433, H11 1.051
5 C 0.9860 -1.3210 0.6476  C4 1.490, H12 1.066, H13 0.977, H14 1.138
6 O -0.8991 -0.7398 -1.0360  C4 1.433
7 H -0.6827 2.1466 1.4058  C1 1.093
8 H 0.8069 1.1652 1.2735  C1 1.205
9 H -0.6861 -0.1932 2.4261  C3 1.079
10 H -2.1516 -0.1530 1.4723  C3 1.144
11 H -0.9296 -2.0872 0.4243  C4 1.051
12 H 1.3792 -2.2338 0.2633  C5 1.066
13 H 1.2949 -1.3770 1.5728  C5 0.977
14 H 1.5961 -0.4916 0.1629  C5 1.138
15 H -0.9184 0.7575 -1.0194  O2 1.117
16 H 1.5762 1.1634 -1.5634  O18 0.890
17 H 0.8073 0.0357 -1.6426  O18 1.028
18 O 1.7946 0.3011 -1.5393  H16 0.890, H17 1.028

The energy above the lowest of the compared OMol25 structures with the same formula, charge and spin is 241.0 kJ/mol. The LUMO energy comes out at 4.22 eV. As for the charge: -1.



Entry 5:
The following is a DFT calculation (wB97M-V/def2-TZVPD) of an isolated molecule of C19H22N2O2.

Last columns: bonded neighbours and bond lengths (Å).
Positions of all 45 atoms, in Å:
1 C 3.2431 -2.6538 1.0167  C2 1.522, H43 1.088, H44 1.088, H45 1.087
2 C 1.7312 -2.8252 0.9774  C1 1.522, H3 1.091, H4 1.092, C5 1.531
3 H 1.4368 -3.3367 0.0600  C2 1.091
4 H 1.4023 -3.4292 1.8260  C2 1.092
5 C 1.0190 -1.4706 1.0203  C2 1.531, N6 1.437, H41 1.091, H42 1.095
6 N -0.4100 -1.6249 1.0210  C5 1.437, C7 1.365, C14 1.373
7 C -1.2595 -1.6640 -0.0470  N6 1.365, N8 1.304, C19 1.499
8 N -2.5039 -1.8701 0.2825  C7 1.304, C9 1.370
9 C -2.5088 -2.0001 1.6467  N8 1.370, C10 1.390, C14 1.415
10 C -3.5569 -2.2363 2.5290  C9 1.390, C11 1.379, H18 1.078
11 C -3.2548 -2.3267 3.8710  C10 1.379, C12 1.397, H17 1.080
12 C -1.9465 -2.1866 4.3391  C11 1.397, C13 1.380, H16 1.080
13 C -0.8918 -1.9509 3.4807  C12 1.380, C14 1.386, H15 1.080
14 C -1.1868 -1.8580 2.1293  N6 1.373, C9 1.415, C13 1.386
15 H 0.1172 -1.8458 3.8516  C13 1.080
16 H -1.7572 -2.2664 5.3996  C12 1.080
17 H -4.0453 -2.5113 4.5836  C11 1.080
18 H -4.5655 -2.3446 2.1639  C10 1.078
19 C -0.8467 -1.4165 -1.4662  C7 1.499, C20 1.519, O38 1.413, H40 1.102
20 C -0.5287 0.0595 -1.6354  C19 1.519, C21 1.384, C25 1.393
21 C 0.7196 0.5060 -2.0320  C20 1.384, C22 1.387, H37 1.081
22 C 0.9846 1.8600 -2.1726  C21 1.387, C23 1.389, H36 1.079
23 C -0.0113 2.7922 -1.9108  C22 1.389, C24 1.398, O28 1.358
24 C -1.2714 2.3417 -1.5048  C23 1.398, C25 1.376, H27 1.078
25 C -1.5243 0.9963 -1.3701  C20 1.393, C24 1.376, H26 1.080
26 H -2.4975 0.6524 -1.0534  C25 1.080
27 H -2.0348 3.0758 -1.3026  C24 1.078
28 O 0.1290 4.1391 -2.0159  C23 1.358, C29 1.414
29 C 1.3717 4.6714 -2.4292  O28 1.414, C30 1.521, H34 1.099, H35 1.099
30 C 1.2344 6.1852 -2.4700  C29 1.521, H31 1.086, H32 1.086, H33 1.086
31 H 0.9683 6.5592 -1.4853  C30 1.086
32 H 2.1731 6.6340 -2.7820  C30 1.086
33 H 0.4526 6.4673 -3.1697  C30 1.086
34 H 1.6344 4.2877 -3.4252  C29 1.099
35 H 2.1611 4.3811 -1.7215  C29 1.099
36 H 1.9701 2.1676 -2.4857  C22 1.079
37 H 1.5098 -0.2033 -2.2363  C21 1.081
38 O 0.2256 -2.2706 -1.8087  C19 1.413, H39 0.963
39 H 0.3789 -2.1972 -2.7564  O38 0.963
40 H -1.7338 -1.6551 -2.0740  C19 1.102
41 H 1.3053 -0.8739 0.1527  C5 1.091
42 H 1.3011 -0.9249 1.9266  C5 1.095
43 H 3.5813 -2.0641 0.1677  C1 1.088
44 H 3.5504 -2.1476 1.9299  C1 1.088
45 H 3.7351 -3.6223 0.9795  C1 1.087

The energy above the lowest of the compared OMol25 structures with the same formula, charge and spin is 127.7 kJ/mol. The LUMO energy comes out at 0.63 eV. The SMILES is CCCn1c([C@H](O)c2ccc(OCC)cc2)nc2ccccc21.



Entry 6:
The following is a DFT calculation (wB97M-V/def2-TZVPD) of a cluster of 2 separate species, C10H15NO2 in total.

Last columns: bonded neighbours and bond lengths (Å).
Positions of all 28 atoms, in Å:
1 C -1.7261 0.0698 -1.4310  C2 1.542, C3 1.512, H6 1.080, H7 1.092
2 C -2.1164 1.3621 -0.6857  C1 1.542, H8 1.091, H9 1.082, H12 1.090
3 C -2.2840 -1.1993 -0.8283  C1 1.512, O4 1.210, N5 1.384
4 O -2.5122 -1.3908 0.3443  C3 1.210
5 N -2.3927 -2.2362 -1.7388  C3 1.384, H10 1.002, H11 1.009
6 H -2.1734 0.1748 -2.4088  C1 1.080
7 H -0.6451 -0.0586 -1.5213  C1 1.092
8 H -1.6431 2.1602 -1.2602  C2 1.091
9 H -1.9052 1.2483 0.3695  C2 1.082
10 H -2.4268 -3.1306 -1.2888  N5 1.002
11 H -1.7727 -2.2743 -2.5346  N5 1.009
12 H -3.1940 1.4958 -0.7809  C2 1.090
13 C 2.8673 -1.8118 0.7027  C15 1.501, H23 1.077, H24 1.097, H28 1.087
14 C 2.3343 0.6008 -0.0883  C15 1.372, C16 1.411, H21 1.087
15 C 2.0253 -0.5798 0.5384  C13 1.501, C14 1.372, C17 1.427
16 C 1.5401 1.7646 -0.0201  C14 1.411, C18 1.381, H22 1.082
17 C 0.8130 -0.5732 1.2918  C15 1.427, C19 1.379, H25 1.087
18 C 0.6240 1.8197 1.0121  C16 1.381, C19 1.392, O20 1.369
19 C 0.2422 0.6346 1.6348  C17 1.379, C18 1.392, H26 1.086
20 O 0.1642 3.0410 1.4270  C18 1.369, H27 0.968
21 H 3.2199 0.6790 -0.7129  C14 1.087
22 H 1.8686 2.5461 -0.6926  C16 1.082
23 H 3.9167 -1.5951 0.5954  C13 1.077
24 H 2.6074 -2.6082 -0.0050  C13 1.097
25 H 0.3408 -1.5105 1.5754  C17 1.087
26 H -0.3867 0.6978 2.5176  C19 1.086
27 H -0.2542 2.9268 2.2921  O20 0.968
28 H 2.8689 -2.2532 1.6963  C13 1.087

The energy above the lowest of the compared OMol25 structures with the same formula, charge and spin is 88.1 kJ/mol. The LUMO energy comes out at 0.78 eV. The SMILES is Cc1ccc(O)cc1.CCC(N)=O.